81
Properties=species:S:1:pos:R:3 method="wB97M-V/def2-TZVPD" multiplicity=2 de_lowest_kcal_mol=85.7 total_charge=+1
Ti 0.9096 0.6774 1.8496
C 1.9020 -2.0131 -0.3189
C 2.4247 -0.7086 -0.3193
C 2.0252 -1.3857 1.9082
C 1.6944 -2.4363 1.0077
C 2.5702 -0.3006 1.0790
C 1.7943 -2.9055 -1.4995
H 1.7005 -2.3528 -2.4380
H 0.9096 -3.5412 -1.3905
H 2.6516 -3.5894 -1.6054
C 1.3514 -3.8281 1.3923
H 0.7163 -4.3148 0.6412
H 0.8029 -3.8390 2.3351
H 2.2390 -4.4647 1.5413
C 2.2203 -1.5424 3.3775
H 3.2882 -1.6720 3.6001
H 1.6819 -2.4425 3.6950
H 1.8962 -0.7343 4.0619
C 3.5123 0.7235 1.5968
H 4.2015 0.2257 2.3021
H 3.0601 1.5943 2.1185
H 4.1119 1.1188 0.7680
C 3.1613 -0.0943 -1.4416
H 4.1953 0.1471 -1.1600
H 2.7042 0.8287 -1.8150
H 3.2486 -0.7808 -2.2892
C -2.3146 -0.9947 -2.2246
C -1.2293 -1.2279 -2.9903
C -0.3460 -0.2381 -3.7129
C -0.9393 1.1930 -3.8489
C -0.4821 2.1932 -2.7582
C -0.3020 1.3771 -1.4736
C -1.5049 0.8459 -0.7734
C -2.7000 0.3235 -1.6085
H -0.2224 -0.6112 -4.7411
H -2.0278 1.1309 -3.8494
H 0.6873 -0.2330 -3.3223
H -3.0769 1.0347 -2.3401
H -2.9689 -1.8422 -1.9571
H -1.0266 -2.2714 -3.2358
H -3.5764 0.1202 -0.9647
H -1.1766 -0.0075 -0.1797
H 0.5593 0.7003 -1.4327
H -2.0073 1.4848 -0.0319
H -0.7081 1.5696 -4.8543
H 0.3983 2.7249 -3.1158
P -1.4563 3.5245 -1.8237
C -3.2300 3.3629 -2.1718
C -1.0097 5.0121 -2.7173
P 0.3976 2.4588 0.4152
C -1.0058 3.6977 -0.1078
C 1.8090 3.6010 0.0071
C -0.0911 2.7308 2.3656
H -3.8161 3.0975 -1.2808
H -3.4533 2.6495 -2.9758
H -3.5820 4.3417 -2.5259
H -1.7854 5.7565 -2.5474
H -0.9536 4.7931 -3.7896
H -0.0543 5.4124 -2.3758
H -1.0525 3.2648 2.3080
H 0.6819 3.2830 2.9284
H -0.3741 1.7840 2.8929
H -1.9109 3.5444 0.4936
H -0.7086 4.7542 0.0676
H 2.6056 3.5413 0.7599
H 1.4631 4.6399 -0.0676
H 2.2400 3.3137 -0.9587
O -2.5366 -0.9910 1.3708
C -1.5386 -1.2996 1.9991
O -0.4971 -0.4917 2.1562
C -1.4662 -2.6517 2.6404
C -0.8568 -2.8770 3.8748
C -0.8048 -4.1635 4.3931
C -1.3877 -5.2221 3.6856
C -2.0811 -4.9799 2.4968
C -2.1348 -3.6918 1.9700
H -0.4541 -2.0137 4.4156
H -0.3328 -4.3242 5.3764
H -1.3166 -6.2417 4.0880
H -2.6152 -5.7891 1.9830
H -2.7009 -3.4684 1.0725